Molecular formula: C51H87ClIN6O19P2S3Si
Method: DFT, the ωB97M-V functional and the def2-TZVPD basis

Cartesian coordinates (Å):
C -1.2952 -2.5518 -0.5319
C -0.6254 -1.1523 -0.5431
C 0.7054 -1.1938 0.1935
Cl 1.7358 -2.3324 -0.7439
C 1.4480 0.1047 0.6274
C 2.7420 -0.3755 1.3254
C 2.5346 -1.2836 2.5545
C 3.1556 -2.6817 2.3962
S 1.9277 -3.9497 2.8886
C 2.0335 -5.0592 1.4960
S 3.4508 -5.5275 0.8932
N 0.7924 -5.4530 0.9982
C 0.5371 -5.8912 -0.2869
C -0.7990 -6.1681 -0.3158
N -1.3719 -5.9214 0.9082
C -0.4055 -5.4995 1.6754
C 1.8907 1.1939 -0.3856
P 3.1886 0.7268 -1.6233
O 4.5103 0.5597 -0.9737
C 0.7284 1.9923 -1.0611
N 0.6714 1.5283 -2.4290
Si 1.2101 3.8791 -1.2393
C 0.3149 4.6262 -2.7341
C 0.7295 4.9214 0.2494
C 3.0442 4.1311 -1.5312
N -0.5344 1.8978 -0.2514
C -1.8808 1.9794 -0.8602
C -2.2319 1.3943 -2.2248
C -0.4554 1.5857 1.0496
N -1.3173 2.0628 1.9314
C -2.3036 3.1183 1.7677
C -3.7658 2.6574 1.7581
C -4.6502 3.8751 1.5182
C -4.8220 4.1692 0.0161
S -4.3193 5.8311 -0.3036
O -5.4427 6.7085 -0.2195
O -3.1789 6.0974 0.5275
O -3.8128 5.7431 -1.8096
N 0.5274 0.7718 1.6034
P 1.4045 1.5113 2.9803
O 0.8972 3.0457 2.9002
I 0.0249 0.6817 4.8371
H -1.1593 -3.0468 -1.4887
H -2.3688 -2.4441 -0.4037
H -0.8887 -3.1985 0.2389
H -0.4181 -0.9339 -1.5851
H -1.3361 -0.4799 -0.0813
H 0.5005 -1.7282 1.1184
H 3.4090 0.4528 1.5389
H 3.3135 -0.9383 0.5962
H 3.0264 -0.8059 3.4020
H 1.4916 -1.3568 2.8562
H 3.9861 -2.7999 3.0815
H 3.4842 -2.8835 1.3864
H 1.3067 -5.9646 -1.0286
H -1.3296 -6.5532 -1.1669
H -0.5388 -5.2086 2.7006
H 2.4384 1.9231 0.2174
H 3.2523 1.7410 -2.5761
H 2.7421 -0.4048 -2.3162
H 0.3795 0.5623 -2.5231
H 0.0836 2.0795 -3.0336
H -0.5740 4.0660 -3.0221
H 1.0138 4.6713 -3.5666
H 0.0544 5.6527 -2.4956
H 0.1602 5.7847 -0.0932
H 0.1416 4.4468 1.0267
H 1.6321 5.3247 0.7078
H 3.3478 3.8618 -2.5394
H 3.2601 5.1912 -1.4019
H 3.6886 3.5977 -0.8306
H -2.5642 1.5283 -0.1464
H -2.1946 3.0249 -0.9017
H -3.3191 1.4152 -2.2843
H -1.8933 2.0284 -3.0373
H -1.9210 0.3772 -2.4125
H -1.2671 1.7037 2.8757
H -2.2085 3.7415 2.6571
H -2.0568 3.7831 0.9464
H -3.9679 1.8325 1.0778
H -3.9789 2.2721 2.7565
H -5.6227 3.6930 1.9666
H -4.2328 4.7279 2.0441
H -5.8387 3.9709 -0.3057
H -4.1836 3.5245 -0.5859
H -3.5570 6.6459 -2.0597
H 1.6582 3.6257 3.0364
O 7.2627 -6.2926 1.3805
C 7.0584 -7.2176 0.6531
O 6.3304 -7.0985 -0.4843
C 6.1525 -8.3885 -1.1066
C 7.2947 -9.2439 -0.5722
C 7.4995 -8.6590 0.8255
H 5.1719 -8.7745 -0.8221
H 6.1783 -8.2646 -2.1862
H 7.0702 -10.3079 -0.5841
H 8.1903 -9.0817 -1.1729
H 6.8518 -9.1286 1.5672
H 8.5310 -8.7015 1.1619
O 2.7601 7.1646 -3.2015
C 3.1140 7.0680 -4.3412
O 2.5388 7.7708 -5.3388
C 3.0919 7.3822 -6.6110
C 4.4509 6.7751 -6.2849
C 4.1977 6.1668 -4.9060
H 2.4144 6.6611 -7.0728
H 3.1552 8.2612 -7.2462
H 4.7914 6.0636 -7.0336
H 5.1989 7.5642 -6.2055
H 3.8027 5.1509 -4.9698
H 5.0742 6.1783 -4.2648
O 0.5476 -2.4669 7.3102
C -0.3158 -1.9613 7.9602
O -1.3494 -1.2896 7.3863
C -2.1806 -0.6921 8.3999
C -1.9113 -1.5019 9.6627
C -0.4506 -1.9105 9.4693
H -1.8913 0.3556 8.5096
H -3.2166 -0.7404 8.0743
H -2.1024 -0.9427 10.5757
H -2.5430 -2.3904 9.6731
H 0.2420 -1.1586 9.8502
H -0.2147 -2.8772 9.9031
O -0.7846 -10.6179 -1.7362
C -1.8122 -10.3581 -1.1896
O -2.2751 -9.0868 -1.0765
C -3.4731 -9.0583 -0.2809
C -4.0423 -10.4699 -0.3676
C -2.7734 -11.3111 -0.5028
H -3.2010 -8.7788 0.7388
H -4.1423 -8.3027 -0.6850
H -4.6646 -10.7317 0.4854
H -4.6471 -10.5703 -1.2696
H -2.3531 -11.5813 0.4668
H -2.9132 -12.2053 -1.1024
O -8.2216 1.8507 -1.7734
C -8.4767 2.9575 -2.1433
O -7.5604 3.9577 -2.0899
C -8.1607 5.2079 -2.4911
C -9.3674 4.8121 -3.3337
C -9.7863 3.4917 -2.6857
H -8.4409 5.7585 -1.5916
H -7.4247 5.7865 -3.0431
H -10.1454 5.5716 -3.3441
H -9.0571 4.6334 -4.3637
H -10.4684 3.6419 -1.8478
H -10.2209 2.7871 -3.3881
O -0.5687 5.2164 3.5536
C -0.4089 6.3903 3.3552
O 0.7753 7.0001 3.5592
C 0.6479 8.4203 3.3375
C -0.5722 8.5724 2.4358
C -1.4373 7.3949 2.8817
H 0.5146 8.9068 4.3053
H 1.5659 8.7843 2.8844
H -1.0544 9.5429 2.5253
H -0.2774 8.4374 1.3939
H -2.0806 7.6517 3.7255
H -2.0289 6.9624 2.0798
O 4.1785 -7.9748 -4.0425
C 4.2963 -6.7874 -4.0734
O 4.4119 -6.0940 -5.2341
C 4.6532 -4.7043 -4.9627
C 4.1270 -4.4745 -3.5507
C 4.3818 -5.8326 -2.8977
H 5.7268 -4.5193 -5.0390
H 4.1400 -4.1090 -5.7142
H 4.6062 -3.6380 -3.0451
H 3.0531 -4.2785 -3.5849
H 5.3818 -5.8994 -2.4661
H 3.6408 -6.0811 -2.1434

Gap between HOMO and LUMO (eV): 8.1
Total charge: +1
Electronic energy (eV): -181723.8009
LUMO energy (eV): -2.072
Molar mass (g/mol): 1436.87